This record from OMol25 describes a single C5H8O2 molecule. The level of theory is ωB97M-V/def2-TZVPD.

Calculated values
- Maximum force: 0.59 eV/A
- Kohn-Sham gap: 10.209 eV
- SMILES: CCC(=O)CC=O
- ΔE to the lowest compared entry with this formula, charge and spin: 76.1 kJ/mol
- LUMO: 0.32 eV
- Electronic energy: -9409.0438 eV
- Total charge: 0

Each line ends with the natural charge from an NBO analysis.
CARTESIAN COORDINATES (ANGSTROEM)
C: 1.469 -0.263 -0.848  -0.6250
C: 0.866 -0.557 0.526  -0.5227
C: -0.645 -0.544 0.654  0.6049
O: -1.197 -0.818 1.698  -0.5326
C: -1.439 0.061 -0.489  -0.6224
C: -1.237 1.543 -0.183  0.4431
O: -0.683 2.319 -0.922  -0.5070
H: 1.189 -1.020 -1.589  0.2058
H: 2.560 -0.261 -0.774  0.2221
H: 1.165 0.715 -1.237  0.2281
H: 1.215 0.187 1.257  0.2401
H: 1.193 -1.528 0.909  0.2408
H: -1.044 -0.163 -1.483  0.2408
H: -2.476 -0.278 -0.399  0.2583
H: -1.507 1.835 0.855  0.1255